{"formula": "C10H9NO", "method": "wB97M-V/def2-TZVPD", "total_energy_ev": -14047.6520, "smiles": "Cc1ccc2cccc(O)c2n1", "fmax_ha_per_bohr": 0.156, "multiplicity": 1, "charge": 0, "orbital_gap_ev": 7.7, "de_lowest_kcal_mol": 139.4, "species": ["C", "C", "C", "C", "C", "C", "C", "C", "C", "O", "C", "N", "H", "H", "H", "H", "H", "H", "H", "H", "H"], "xyz": [[3.3373, 0.7451, 0.0739], [1.9622, 0.1155, -0.0726], [1.5977, -1.1872, -0.0758], [0.3507, -1.9087, -0.0416], [-0.8308, -1.0208, -0.1294], [-2.1843, -1.4791, -0.2640], [-3.0881, -0.5234, 0.1831], [-2.7663, 0.9293, 0.1411], [-1.3739, 1.3895, -0.0837], [-1.0047, 2.6682, -0.2220], [-0.4488, 0.3404, -0.0792], [0.8044, 0.8846, -0.0266], [3.9282, 0.5569, -0.7135], [3.0313, 1.8515, 0.0467], [3.8035, 0.7118, 1.1960], [2.5111, -2.0020, 0.2148], [0.6510, -3.0888, 0.2632], [-2.2815, -2.5935, -0.9871], [-4.3468, -0.5796, 0.6247], [-3.7094, 1.4550, 0.5447], [0.0571, 2.7353, -0.5928]], "forces_ev_per_angstrom": [[-3.487, 3.157, 5.019], [-3.934, 2.169, 0.776], [2.471, -7.437, 1.784], [2.368, 1.004, 0.448], [1.659, -2.674, -0.655], [0.292, -1.930, -1.293], [-3.046, 1.942, 0.153], [0.898, -0.667, 1.409], [-4.862, -0.537, 0.555], [2.891, 0.315, -1.422], [1.821, 0.810, -0.151], [2.843, -0.690, -0.618], [2.577, -0.975, -2.416], [0.785, -1.279, -0.235], [-0.955, -0.681, -2.943], [-2.139, 2.358, -1.177], [-2.174, 3.358, -1.240], [-0.246, 3.403, 3.217], [4.075, -0.713, -2.013], [2.248, 0.178, -1.117], [-4.084, -1.113, 1.920]]}



{"formula": "C10H9NO2", "method": "wB97M-V/def2-TZVPD", "total_energy_ev": -16094.9549, "smiles": "Nc1cc2ccccc2c(O)c1O", "fmax_ha_per_bohr": 0.174, "multiplicity": 1, "charge": 0, "orbital_gap_ev": 7.9, "de_lowest_kcal_mol": 144.2, "species": ["N", "C", "C", "C", "C", "C", "C", "C", "C", "C", "O", "C", "O", "H", "H", "H", "H", "H", "H", "H", "H", "H"], "xyz": [[3.0065, -1.6730, 0.3759], [1.7314, -0.9485, -0.2220], [0.3924, -1.4588, -0.3966], [-0.7375, -0.5847, -0.3570], [-1.8200, -1.4697, -0.1158], [-2.9592, -0.8318, 0.1594], [-3.0001, 0.6827, 0.0139], [-1.8873, 1.4673, -0.0518], [-0.5834, 0.7617, -0.1076], [0.6739, 1.3929, -0.0740], [1.0426, 2.6146, -0.1109], [1.8040, 0.4340, -0.0097], [3.0503, 0.9371, 0.0132], [3.0096, -2.8132, 0.4833], [3.6667, -1.0839, -0.4610], [0.2796, -2.5505, -0.3466], [-1.7008, -2.5614, 0.2857], [-4.0047, -1.3179, 0.1745], [-3.8441, 1.4214, 0.3234], [-1.8016, 2.6730, 0.3674], [0.4501, 3.0467, 0.6581], [3.2318, 1.8619, -0.6016]], "forces_ev_per_angstrom": [[-0.558, 1.345, -4.234], [-1.694, -2.385, 2.969], [3.803, 0.940, 0.523], [3.908, -4.667, 0.715], [-1.568, -0.225, 1.981], [-4.104, 2.334, -1.616], [-1.006, 1.356, 1.751], [2.443, 1.419, 2.079], [-2.455, 2.935, -1.154], [2.125, -8.668, -0.280], [-2.217, 5.592, 3.210], [-1.874, 2.434, -2.026], [2.484, 4.050, -1.967], [-0.116, 3.869, -1.526], [-1.255, -3.338, 3.374], [-0.116, 0.635, -0.321], [-0.073, 2.059, -1.686], [1.934, 0.595, 0.662], [0.549, -2.387, -0.768], [-0.859, -3.515, -1.785], [2.109, -0.496, -2.661], [-1.459, -3.882, 2.760]]}



{"formula": "C10H9NO2", "method": "wB97M-V/def2-TZVPD", "total_energy_ev": -16093.6543, "smiles": "COc1ccc(-c2ncco2)cc1", "fmax_ha_per_bohr": 0.327, "multiplicity": 1, "charge": 0, "orbital_gap_ev": 8.6, "de_lowest_kcal_mol": 174.2, "species": ["C", "O", "C", "C", "C", "C", "C", "N", "C", "C", "O", "C", "C", "H", "H", "H", "H", "H", "H", "H", "H", "H"], "xyz": [[0.6543, -4.1827, 0.2210], [0.4505, -3.3205, -0.7849], [0.2003, -1.9738, -0.5144], [-0.0966, -1.1518, -1.5815], [-0.2471, 0.2534, -1.4497], [-0.1313, 0.7858, -0.0320], [-0.3611, 2.2008, 0.0025], [-0.6366, 3.1366, -0.9989], [-0.7612, 4.2694, -0.1923], [-0.5240, 4.0585, 1.1257], [-0.2451, 2.6702, 1.2853], [0.1600, -0.0776, 0.8807], [0.3551, -1.4305, 0.7663], [1.7917, -3.9995, 0.3570], [-0.2940, -4.3809, 0.8822], [0.9064, -4.7836, -0.3324], [-0.2368, -1.8019, -2.4531], [-0.4833, 1.1496, -2.2789], [-1.1400, 5.1906, -0.5035], [-0.3221, 4.7111, 2.2742], [0.1187, 0.5001, 1.8755], [0.8421, -1.8233, 1.4511]], "forces_ev_per_angstrom": [[-1.879, 9.156, 9.619], [-2.713, 5.572, -2.902], [1.057, -0.792, 2.113], [-0.858, 1.273, -1.412], [-0.196, 1.062, 0.746], [-1.436, 0.526, -9.624], [0.013, 2.160, -0.172], [0.508, -2.459, 4.681], [0.168, -0.372, 1.128], [1.255, 0.123, 3.932], [-0.686, 2.285, -2.147], [-0.005, 0.848, 6.156], [-3.307, 2.949, -7.214], [-1.444, 0.253, 2.810], [2.539, 0.410, -0.564], [3.007, -13.844, -9.022], [0.059, 1.085, -0.433], [0.656, -3.193, 2.033], [-0.145, 1.208, -1.052], [-1.009, -2.065, -4.393], [0.719, -1.775, -0.804], [3.698, -4.411, 6.520]]}